No. 1
{"formula": "C4H10N2", "method": "the ωB97M-V functional and the def2-TZVPD basis", "elements": ["C", "C", "C", "N", "C", "N", "H", "H", "H", "H", "H", "H", "H", "H", "H", "H"], "positions_angstrom": [[-2.141462, 0.747856, 0.657847], [-0.694248, 0.567079, 1.055187], [0.201830, 0.688259, -0.165874], [1.537509, -1.627777, -1.347733], [2.003998, -0.847468, -0.289228], [1.553500, 0.253856, 0.117711], [-2.382921, 1.741095, 0.264012], [-2.905603, 0.641024, 1.444466], [-2.477073, -0.016390, -0.041671], [-0.532618, -0.430870, 1.482920], [-0.304234, 1.189736, 1.864266], [-0.228794, 0.064155, -0.967770], [0.168136, 1.745082, -0.432273], [2.250000, -2.254924, -1.682145], [1.071050, -1.127338, -2.099664], [2.880929, -1.333374, 0.139950]], "forces_ev_per_a": [[-1.31, 0.34, 0.56], [0.44, -1.07, 0.60], [0.19, -0.32, -0.72], [-0.24, 0.11, -0.11], [-0.04, -0.10, -1.07], [0.03, 0.11, 1.59], [0.37, -0.12, -0.33], [0.68, -0.03, 0.38], [0.34, 0.08, -0.43], [-0.25, -0.11, -0.23], [-0.37, 0.50, -0.23], [-0.25, 0.48, 0.02], [0.29, -0.04, -0.47], [-0.14, -0.10, -0.16], [0.09, -0.25, 0.30], [0.17, 0.51, 0.30]], "lowdin_charge": [-0.13, -0.27, -0.28, 0.06, -0.30, 0.01, 0.07, 0.07, 0.07, 0.11, 0.11, 0.10, 0.11, 0.07, 0.08, 0.11], "homo_lumo_gap_ha": 0.360}

No. 2
{"formula": "C26H30CsN7OS", "method": "the ωB97M-V functional and the def2-TZVPD basis", "elements": ["Cs", "C", "C", "N", "C", "C", "C", "C", "C", "C", "C", "N", "C", "C", "C", "C", "C", "C", "C", "C", "N", "C", "H", "H", "H", "H", "H", "H", "H", "H", "H", "H", "H", "H", "C", "N", "C", "C", "O", "N", "C", "C", "H", "H", "H", "H", "H", "H", "H", "H", "H", "H", "H", "H", "S", "C", "N", "C", "C", "N", "H", "H", "H", "H", "H", "H"], "positions_angstrom": [[-0.502327, 0.549463, 0.330569], [3.229018, 4.296265, 0.735309], [2.534473, 3.074718, 0.594542], [1.739812, 2.539868, 1.496932], [1.612056, 3.135044, 2.703325], [2.281944, 4.412920, 2.976015], [3.078083, 4.964431, 1.934272], [2.235804, 4.968396, 4.271416], [1.426308, 4.380856, 5.215255], [0.538592, 3.389458, 4.837613], [0.715125, 2.563382, 3.711434], [0.039518, 1.406365, 3.407956], [-0.493375, 0.660904, 4.421742], [-0.274382, 0.842833, 5.796594], [-1.152213, 0.363155, 6.761606], [-2.029299, -0.646863, 6.470188], [-2.140201, -1.103386, 5.124396], [-2.842616, -2.284187, 4.763996], [-2.777197, -2.774217, 3.484199], [-2.055657, -2.064944, 2.531954], [-1.391722, -0.937673, 2.812490], [-1.378793, -0.436882, 4.068943], [3.884149, 4.693313, -0.075541], [2.624155, 2.519504, -0.334692], [3.625997, 5.892873, 2.055999], [2.883711, 5.817093, 4.516915], [1.436461, 4.741956, 6.243194], [-0.313247, 3.149587, 5.453062], [0.553057, 1.483424, 6.077013], [-1.043779, 0.727404, 7.771101], [-2.627823, -1.115286, 7.250723], [-3.365697, -2.788148, 5.581374], [-3.322144, -3.693357, 3.181557], [-1.967188, -2.441786, 1.499621], [-2.838562, -4.091828, -0.832674], [-2.237491, -3.876980, -2.143303], [-2.625381, -4.789528, -3.213177], [-1.387736, -2.794820, -2.142043], [-1.122700, -2.176427, -1.093144], [-0.796953, -2.371299, -3.329046], [-1.052106, -2.843986, -4.670728], [0.115094, -1.234970, -3.214488], [-3.652034, -4.811756, -0.892191], [-3.264761, -3.145096, -0.432801], [-2.070309, -4.373096, -0.093472], [-2.927470, -5.722659, -2.726905], [-1.832628, -4.965701, -3.932836], [-3.545735, -4.426859, -3.719892], [-0.505198, -3.777023, -4.864629], [-0.685224, -2.093260, -5.356502], [-2.121792, -3.037320, -4.880355], [0.812417, -1.305724, -2.355907], [-0.464631, -0.287146, -3.065423], [0.718137, -1.166735, -4.113801], [1.558609, 1.573136, -3.009289], [1.952080, 1.346285, -4.626065], [1.350105, 1.896974, -5.695607], [1.779416, 1.313235, -6.930499], [3.008253, 0.496056, -6.501088], [2.915943, 0.513202, -5.054562], [0.538010, 2.438845, -5.547400], [2.043787, 2.043868, -7.690094], [0.996148, 0.691845, -7.395780], [3.972293, 0.969221, -6.822057], [2.962694, -0.506816, -6.920351], [3.647123, 0.229878, -4.404964]], "forces_ev_per_a": [[0.26, 0.11, 0.36], [0.11, 0.19, 0.22], [-0.04, 0.10, -0.34], [0.28, -0.08, -0.08], [0.15, 1.28, 0.46], [0.01, -1.13, -0.46], [0.10, -0.49, -0.49], [0.54, 0.14, 0.31], [0.12, 1.17, -0.40], [-0.47, -1.39, -0.20], [0.01, 0.61, -0.70], [0.26, -0.07, 0.42], [-0.07, 0.63, -0.59], [0.08, 0.47, -0.48], [0.58, -0.87, -0.04], [-0.90, -0.15, -0.28], [0.97, 0.14, -0.49], [0.24, 0.46, 0.57], [-0.99, -0.80, 0.11], [0.82, 1.02, -0.20], [-0.34, -0.52, -0.41], [-0.72, -1.18, 1.01], [-0.71, -0.44, 0.76], [0.03, 0.02, -0.09], [-0.18, 0.05, 0.34], [-0.22, -0.35, -0.09], [-0.27, 0.15, -0.25], [0.26, 0.02, 0.39], [-0.36, -0.08, 0.15], [0.04, -0.11, 0.25], [0.00, 0.14, -0.20], [0.00, -0.05, -0.44], [0.50, 0.67, 0.34], [-0.05, 0.28, 0.45], [-0.15, 0.77, 0.73], [0.23, 0.53, 0.63], [-0.84, 0.22, 0.33], [0.61, 0.42, -0.83], [-0.45, -0.61, -0.74], [0.00, -0.05, 0.92], [-0.41, -0.66, 0.00], [-0.46, 0.58, 0.86], [0.21, -0.15, -0.04], [0.17, -0.54, -0.38], [-0.36, -0.25, -0.27], [0.36, 0.01, -0.23], [-0.16, -0.16, 0.21], [0.55, -0.14, -0.01], [-0.03, 0.19, -0.20], [-0.08, 0.13, -0.22], [0.59, 0.35, 0.12], [-0.51, -0.22, -0.49], [0.55, -0.71, -0.28], [-0.04, 0.07, -0.09], [0.29, 0.50, -0.50], [-0.18, 0.00, 1.19], [0.45, -0.16, 0.53], [-0.12, -0.26, -0.98], [1.16, 0.32, -0.43], [0.19, -0.38, 0.18], [-0.73, 0.43, -0.07], [0.05, 0.28, 0.07], [0.21, -0.04, 0.34], [-0.81, -0.33, 0.07], [0.12, -0.10, 0.12], [-0.45, 0.05, -0.46]], "lowdin_charge": [0.93, -0.07, -0.18, 0.03, -0.15, -0.16, -0.04, -0.09, -0.10, -0.07, -0.23, 0.03, -0.24, -0.07, -0.10, -0.09, -0.15, -0.03, -0.09, -0.17, -0.01, -0.16, 0.11, 0.05, 0.11, 0.10, 0.10, 0.10, 0.10, 0.10, 0.10, 0.11, 0.11, 0.08, -0.06, -0.12, -0.06, -0.47, -0.10, -0.13, -0.07, -0.12, 0.08, 0.09, 0.10, 0.09, 0.07, 0.10, 0.09, 0.08, 0.09, 0.08, 0.06, 0.06, 0.61, -0.89, 0.03, -0.15, -0.14, 0.01, 0.13, 0.11, 0.12, 0.13, 0.11, 0.15], "homo_lumo_gap_ha": 0.183}

Computed values of LUMO (unit: eV) for the preceding records, in sequence: 1.02, -0.19.
Computed values of ΔE to the lowest compared entry with this formula, charge and spin (unit: kcal/mol) for the preceding records, in sequence: 19.01, 14.47.
Computed values of HOMO energy (unit: Ha) for the preceding records, in sequence: -0.32218, -0.18960.